Entry 1:
Here is one molecule with the formula C8H9NO from OMol25. Energies are from ωB97M-V/def2-TZVPD.

LUMO level (eV): 0.83
ΔE to the lowest compared entry with this formula, charge and spin (eV): 4.203
SMILES: C/C1=C\C=N/C=C=CCO1
Maximum force (hartree/bohr): 0.0202
Frontier orbital gap (eV): 9.30

Structure (ORCA input):
```
! wB97M-V def2-TZVPD RIJCOSX def2/J DEFGRID3
* xyz 0 1
C -0.53 -0.82 1.02
H -0.33 -2.31 -1.18
N -2.45 0.11 -0.06
C -0.43 1.40 -0.31
H -0.43 -0.36 2.00
H -2.53 -1.76 0.67
H -2.34 2.18 -0.02
C 1.74 1.04 0.66
O 1.76 -0.40 0.54
H 2.78 1.34 0.55
C 0.50 -1.61 -1.11
C -1.91 -0.89 0.51
C 0.86 1.58 -0.44
H 1.32 1.80 -1.39
H 1.44 -2.14 -1.26
C 0.53 -0.93 0.23
H 0.40 -0.86 -1.90
C -1.73 1.30 -0.16
H 1.36 1.34 1.64
*
```



Entry 2:
Here is C8H21ClIO2P2Ti as an isolated structure from OMol25. Energies are from ωB97M-V/def2-TZVPD.

LUMO level (alpha / beta) (eV): -14.18 / -14.19
Maximum force (hartree/bohr): 0.0904
Frontier orbital gap (alpha / beta) (eV): 6.10 / 6.09

Structure (ORCA input):
```
! wB97M-V def2-TZVPD RIJCOSX def2/J DEFGRID3
* xyz 3 1
H -2.71 2.49 4.54
O -2.35 0.28 -1.76
H 1.44 -3.73 -0.02
H -3.17 1.69 0.19
H -3.86 0.64 1.51
Ti 0.68 -0.07 1.40
H -0.20 -2.78 -2.14
C 0.65 -2.13 -2.38
C -2.46 1.55 4.03
C -0.14 0.91 -1.32
H 1.38 -2.72 -2.96
H 0.27 -1.34 -3.04
C -1.48 3.67 2.18
H 3.47 -0.13 -0.99
C -3.44 1.64 1.27
H -1.72 4.00 1.16
H 0.62 0.77 -0.40
H -1.61 1.05 4.52
H 2.75 -2.79 0.67
C 2.83 -0.65 -1.70
H 2.47 0.10 -2.42
H -0.41 3.73 2.39
I -1.71 -1.90 -0.22
H -0.49 1.99 -1.25
H -4.17 2.43 1.52
P 1.42 -1.50 -0.82
C -1.33 -0.02 -1.18
P -1.99 1.95 2.33
O -0.83 0.99 1.92
H 3.44 -1.38 -2.25
H 2.89 -3.41 -0.99
H -3.35 0.88 4.01
H -2.06 4.25 2.91
C 2.21 -3.00 -0.25
H 0.41 0.75 -2.29
Cl 2.70 -0.01 2.18
*
```



Entry 3:
Here is a 2-piece molecular cluster, C5H11NO overall from OMol25. Energies are from ωB97M-V/def2-TZVPD.

LUMO level (eV): 0.81
ΔE to the lowest compared entry with this formula, charge and spin (eV): 4.414
SMILES: C=C/C(C)=C/N.O
Maximum force (hartree/bohr): 0.0768
Frontier orbital gap (eV): 8.01

Structure (ORCA input):
```
! wB97M-V def2-TZVPD RIJCOSX def2/J DEFGRID3
* xyz 0 1
H 6.43 -4.10 -0.27
C -1.39 0.68 -1.65
H -2.75 1.92 0.95
O 5.52 -3.95 -0.04
H -3.48 0.51 -1.17
H -1.59 1.33 3.03
H 0.86 0.02 0.62
H -2.88 -0.21 -2.77
H -0.63 -0.01 1.92
C -2.62 0.30 -1.84
C 0.50 1.04 0.23
H 0.64 1.80 1.20
N -1.37 0.67 2.17
H -0.57 0.48 -2.36
C -1.78 1.29 0.92
H 1.33 1.39 -0.52
H 5.56 -2.99 0.16
C -0.95 1.14 -0.26
*
```



Entry 4:
Here is C8H21ClCoNO4 as an isolated structure from OMol25. Energies are from ωB97M-V/def2-TZVPD.

⟨S²⟩: 3.758
LUMO level (alpha / beta) (eV): -4.16 / -5.07
ΔE to the lowest compared entry with this formula, charge and spin (eV): 3.629
Maximum force (hartree/bohr): 0.0440
Frontier orbital gap (alpha / beta) (eV): 7.02 / 6.05

Structure (ORCA input):
```
! wB97M-V def2-TZVPD RIJCOSX def2/J DEFGRID3
* xyz 1 4
O 1.72 -0.68 -0.98
H -3.56 1.56 0.71
C 0.00 2.92 -0.65
C -0.78 -3.13 2.32
H -3.57 0.66 -0.80
C 2.73 0.38 -0.91
H 0.34 3.82 -1.17
C -0.74 -1.82 3.05
H -0.25 -1.88 4.02
H 1.35 -2.54 -1.84
H -2.03 3.23 -0.23
N 0.78 1.80 -1.20
H 2.61 -1.57 -2.65
C -2.99 0.86 0.10
H -1.50 -3.80 2.79
H 0.24 -0.21 2.85
H -3.08 -0.01 0.76
Cl -1.76 -0.84 -3.99
O -1.59 1.28 -0.09
H -1.86 2.58 -1.84
C 2.16 1.77 -0.63
O -1.09 -2.98 0.89
H 3.50 0.15 -0.18
H 0.21 -3.58 2.38
O 0.06 -0.94 2.26
H -1.62 -3.73 0.63
H 2.74 2.59 -1.05
H 3.32 0.47 -1.83
H 0.96 2.01 -2.17
C -1.46 2.52 -0.83
H 1.97 2.12 0.39
C 2.16 -1.83 -1.70
H 0.27 3.06 0.40
Co -0.45 -0.50 -0.81
H -1.74 -1.38 3.13
H 2.92 -2.36 -1.12
*
```